[1]
A cluster of 8 separate species, C23H45Cl14FN2OSSi in total in a non-equilibrium geometry. Source: the Open Molecules 2025 dataset; level of theory: wB97M-V/def2-TZVPD.

Last column: Mulliken charge in e.
Element x y z (Å)
F  -3.290  -0.833  3.419  -0.30
C  -3.623  -2.129  2.849  0.34
C  -4.416  -2.034  1.471  -0.70
C  -3.700  -1.151  0.335  -0.36
Si  -1.785  -1.254  0.305  0.36
C  -1.046  -1.743  -1.412  -0.54
C  0.285  -0.823  -1.579  -0.22
C  1.233  -1.327  -2.771  0.15
C  0.744  -0.634  -4.138  -0.59
S  2.137  0.359  -4.857  -0.10
C  2.355  1.931  -3.933  0.05
N  3.301  2.232  -2.891  0.38
N  3.096  3.537  -2.552  -0.58
C  2.045  4.095  -3.348  0.00
O  1.571  3.082  -4.218  -0.29
H  -2.721  -2.840  2.824  0.27
H  -4.343  -2.607  3.614  -0.32
H  -4.688  -3.091  1.102  0.29
H  -5.415  -1.508  1.708  0.31
H  -4.039  -0.051  0.341  0.20
H  -4.066  -1.567  -0.680  0.25
H  -1.235  -2.136  1.364  -0.23
H  -1.251  0.090  0.623  -0.16
H  -1.764  -1.588  -2.281  0.22
H  -0.712  -2.837  -1.368  0.38
H  0.915  -0.894  -0.614  -0.31
H  -0.021  0.273  -1.674  0.35
H  2.289  -0.949  -2.526  -0.29
H  1.278  -2.465  -2.809  0.47
H  0.488  -1.458  -4.895  0.31
H  -0.207  -0.009  -4.014  0.26
H  1.662  5.171  -3.320  0.35
Cl  -1.665  -2.719  5.662  -0.08
C  -2.874  -2.191  6.861  -0.12
C  -3.924  -3.253  7.114  -0.43
Cl  -4.976  -3.488  5.697  -0.20
H  -3.320  -1.261  6.505  -0.22
H  -2.332  -1.976  7.784  0.41
H  -4.568  -2.951  7.943  0.32
H  -3.472  -4.213  7.368  0.34
Cl  -3.656  0.582  -3.073  -0.07
C  -5.190  1.411  -3.436  -0.58
C  -6.308  0.970  -2.513  -0.43
Cl  -6.800  -0.716  -2.812  -0.18
H  -5.436  1.226  -4.483  0.33
H  -5.009  2.480  -3.313  0.30
H  -7.191  1.591  -2.678  0.35
H  -6.021  1.058  -1.464  0.27
Cl  3.845  -2.050  3.956  -0.16
C  2.654  -2.084  5.280  -0.42
C  2.045  -3.459  5.462  -0.45
Cl  0.994  -3.907  4.097  -0.17
H  1.891  -1.332  5.070  0.26
H  3.182  -1.788  6.189  0.33
H  1.423  -3.474  6.360  0.24
H  2.812  -4.228  5.568  0.37
Cl  5.370  0.504  1.696  -0.21
C  4.435  0.831  0.213  -0.16
C  3.047  1.354  0.516  -0.19
Cl  2.006  0.111  1.256  -0.13
H  4.400  -0.088  -0.373  0.09
H  4.996  1.576  -0.355  0.35
H  2.559  1.665  -0.410  -0.07
H  3.079  2.213  1.189  0.44
Cl  5.231  -0.359  -2.376  -0.23
C  5.375  -0.584  -4.137  0.52
C  6.798  -0.887  -4.557  -0.53
Cl  7.875  0.517  -4.346  -0.20
H  4.995  0.317  -4.631  -0.74
H  4.723  -1.419  -4.403  0.33
H  6.823  -1.149  -5.617  0.35
H  7.215  -1.722  -3.991  0.37
Cl  4.674  4.565  -8.340  -0.19
C  4.542  4.632  -6.564  -0.33
C  5.319  3.521  -5.891  -0.51
Cl  4.594  1.920  -6.183  -0.16
H  3.483  4.598  -6.302  0.18
H  4.938  5.601  -6.255  0.37
H  5.322  3.673  -4.809  0.22
H  6.355  3.490  -6.232  0.46
Cl  -4.088  1.189  7.218  -0.21
C  -4.231  1.665  5.506  0.05
C  -5.479  2.481  5.242  -0.43
Cl  -6.964  1.510  5.406  -0.19
H  -4.207  0.758  4.899  -0.13
H  -3.345  2.257  5.268  0.32
H  -5.462  2.863  4.220  0.30
H  -5.555  3.332  5.922  0.33

The lowest unoccupied orbital energy is -0.005 Ha. The HOMO energy comes out at -0.3446 Ha. As for the HOMO-LUMO gap: 9.25 eV. The value obtained for the energy is -226350.43573 eV.

---

[2]
A cluster of 2 separate species, C23H45ClN2O4 in total in a non-equilibrium geometry. Source: the Open Molecules 2025 dataset; level of theory: wB97M-V/def2-TZVPD.

Last column: Löwdin spin population.
Element x y z (Å)
C  7.965  1.323  -1.608  0.00
C  7.193  0.278  -2.391  0.00
O  6.240  -0.342  -1.526  0.00
C  5.618  -1.443  -2.126  0.00
C  4.330  -1.738  -1.347  0.00
C  3.071  -1.304  -2.100  0.00
C  1.933  -0.882  -1.171  0.00
C  0.888  -0.146  -2.017  0.00
C  -0.250  0.490  -1.202  0.00
C  -0.247  2.017  -1.392  0.00
C  -1.375  2.664  -0.614  0.00
O  -1.783  3.932  -1.145  0.00
C  -0.765  4.790  -1.452  0.00
C  -0.682  5.191  -2.897  0.00
O  0.013  5.205  -0.611  0.00
C  0.383  -1.102  -3.126  0.00
Cl  0.428  -0.290  -4.718  0.00
C  1.080  -2.447  -3.192  0.00
N  2.570  -2.391  -3.017  0.00
H  8.906  0.917  -1.253  0.00
H  8.135  2.209  -2.210  0.00
H  7.394  1.624  -0.733  0.00
H  7.870  -0.480  -2.790  0.00
H  6.656  0.720  -3.235  0.00
H  6.280  -2.314  -2.129  0.00
H  5.396  -1.206  -3.176  0.00
H  4.371  -1.111  -0.462  0.00
H  4.266  -2.784  -1.047  0.00
H  3.290  -0.431  -2.712  0.00
H  1.498  -1.734  -0.646  0.00
H  2.337  -0.178  -0.451  0.00
H  1.443  0.646  -2.517  0.00
H  -0.027  0.314  -0.149  0.00
H  -1.223  0.072  -1.439  0.00
H  -0.320  2.211  -2.463  0.00
H  0.726  2.377  -1.057  0.00
H  -2.239  2.010  -0.591  0.00
H  -1.041  2.828  0.410  0.00
H  -1.665  5.269  -3.352  0.00
H  -0.105  4.450  -3.448  0.00
H  -0.152  6.134  -2.970  0.00
H  -0.659  -1.332  -2.922  0.00
H  0.890  -2.865  -4.178  0.00
H  0.645  -3.149  -2.488  0.00
H  3.043  -2.353  -3.919  0.00
H  2.856  -3.277  -2.599  0.00
C  -5.723  -1.172  3.160  0.00
C  -4.412  -1.486  2.404  0.03
C  -3.626  -2.573  3.141  0.02
C  -2.944  -2.083  4.419  0.00
C  -2.096  -0.843  4.141  0.02
C  -2.880  0.274  3.452  0.03
N  -3.586  -0.251  2.244  0.38
O  -2.765  -0.367  1.248  0.52
C  -3.867  0.910  4.447  0.00
C  -1.937  1.390  3.032  0.00
C  -4.825  -2.008  1.032  0.00
H  -6.062  -0.157  2.954  0.00
H  -6.516  -1.844  2.838  0.00
H  -5.637  -1.294  4.238  0.00
H  -2.861  -2.979  2.472  0.00
H  -4.302  -3.398  3.374  0.00
H  -3.685  -1.874  5.195  0.00
H  -2.308  -2.877  4.816  0.00
H  -1.676  -0.459  5.073  0.00
H  -1.247  -1.131  3.512  0.00
H  -4.518  1.624  3.942  0.00
H  -3.314  1.448  5.215  0.00
H  -4.492  0.190  4.968  0.00
H  -1.133  1.022  2.395  0.00
H  -1.474  1.846  3.906  0.00
H  -2.476  2.167  2.489  0.00
H  -5.355  -1.242  0.464  0.00
H  -5.491  -2.859  1.160  0.00
H  -3.972  -2.344  0.445  0.00

The lowest unoccupied orbital energy (alpha / beta) is -0.112 / -0.112 Ha. The HOMO energy (alpha / beta) comes out at -0.3812 / -0.4183 Ha. As for the HOMO-LUMO gap (alpha / beta): 7.32 / 8.33 eV. The total charge is +1. The spin multiplicity is 2. The value obtained for the energy is -48265.53649 eV. As for the expectation value of S²: 0.754.

---

Question: The highest energy belongs to which entry?
Answer: C23H45ClN2O4